Computed, not measured: a structure of composition C58H41Cl5I2N3O4P2S3Ti, with the ωB97M-V functional and the def2-TZVPD basis.

Each line ends with the Löwdin charge.
Geometry (Å):
Ti1 0.1834 1.9888 -2.3743  0.9589
O1 1.2109 -2.3278 0.0078  -0.5349
S1 0.1081 -1.6289 0.7482  0.9472
C1 0.8379 -1.6147 2.4006  -0.3934
C2 1.7640 -2.6275 2.6874  -0.0877
C3 2.3766 -2.7637 3.9138  -0.0468
C4 1.9812 -1.8784 4.9475  -0.0498
C5 1.0561 -0.9014 4.6983  -0.0930
C6 0.4957 -0.7300 3.4248  -0.3362
P1 -0.6098 0.7462 3.0875  1.1042
C7 -2.2091 0.2954 3.7478  -0.4099
C8 -3.3097 1.0085 3.4015  -0.1501
C9 -4.5649 0.6702 3.8059  -0.0621
C10 -4.7366 -0.5414 4.5577  -0.0571
C11 -3.6441 -1.3085 4.9399  -0.0645
C12 -2.3641 -0.8219 4.5628  -0.0947
C13 -0.0773 1.9139 4.3357  -0.3914
C14 0.9281 2.7663 3.8789  -0.1290
C15 1.5478 3.6893 4.7039  -0.0946
C16 1.1192 3.8047 6.0106  -0.0723
C17 0.0619 2.9721 6.4753  -0.0691
C18 -0.5551 2.0583 5.6551  -0.0807
C19 -1.2642 -2.8188 1.0283  -0.3208
C20 -1.5514 -3.4329 2.2279  -0.0760
C21 -2.6255 -4.2915 2.3526  -0.0635
C22 -3.3686 -4.6750 1.2566  -0.0674
C23 -3.0087 -4.1934 0.0351  -0.0972
C24 -1.9841 -3.2470 -0.0937  -0.3399
P2 -1.5466 -2.6379 -1.7904  1.0910
C25 -3.0558 -2.1807 -2.7296  -0.4170
C26 -2.9350 -1.5776 -4.0052  -0.1454
C27 -4.0388 -1.1581 -4.7327  -0.0640
C28 -5.3455 -1.3820 -4.1839  -0.0753
C29 -5.4249 -1.7033 -2.8634  -0.1054
C30 -4.3153 -2.1102 -2.1523  -0.1229
C31 -1.0058 -4.2820 -2.2994  -0.3846
C32 -1.7333 -4.9998 -3.2109  -0.1013
C33 -1.3251 -6.2558 -3.6197  -0.1004
C34 -0.1604 -6.7751 -3.1790  -0.0767
C35 0.6273 -5.9711 -2.3301  -0.0729
C36 0.2494 -4.7346 -1.8994  -0.0798
H1 1.7991 -3.3821 1.8851  0.1219
H2 2.9978 -3.6022 4.0389  0.0939
H3 2.4723 -2.0450 5.9227  0.1195
H4 0.7882 -0.2502 5.4873  0.0919
H5 -3.2187 1.9007 2.8336  0.0532
H6 -5.3933 1.2712 3.5190  0.0885
H7 -5.7611 -0.7714 4.7986  0.0963
H8 -3.6533 -2.2607 5.5055  0.1147
H9 -1.5438 -1.4251 4.9617  0.0979
H10 1.3613 2.5795 2.8943  0.0755
H11 2.4068 4.2914 4.3436  0.1169
H12 1.7283 4.4051 6.7089  0.1128
H13 -0.2401 2.9826 7.5324  0.1124
H14 -1.2604 1.3644 6.0511  0.0996
H15 -1.0111 -3.1872 3.1560  0.1126
H16 -2.9560 -4.5953 3.3617  0.1211
H17 -4.1228 -5.4276 1.2320  0.1081
H18 -3.5093 -4.5563 -0.9134  0.1348
H19 -1.9774 -1.4762 -4.5320  0.0798
H20 -4.0099 -0.8160 -5.7700  0.1064
H21 -6.2261 -1.5333 -4.8070  0.1108
H22 -6.3987 -1.7759 -2.3141  0.1271
H23 -4.4988 -2.4214 -1.1356  0.0941
H24 -2.7027 -4.5887 -3.5820  0.1175
H25 -1.8727 -6.7269 -4.4133  0.1044
H26 0.2769 -7.6803 -3.5972  0.1107
H27 1.5375 -6.3939 -2.0067  0.0908
H28 0.9240 -4.2230 -1.2673  0.0767
C37 5.5106 -0.1420 2.8542  -0.0248
C38 4.4951 -0.2457 1.7868  -0.2676
C39 4.4774 -1.2703 0.8689  -0.0044
C40 3.7671 -1.1134 -0.3322  -0.0241
C41 2.9449 0.0209 -0.4742  -0.3065
C42 2.7793 0.9655 0.5431  -0.0195
C43 3.6550 0.8418 1.6206  -0.0191
S2 2.1976 0.1641 -2.0305  0.7007
O2 2.7888 -0.7153 -2.9420  -0.1945
O3 0.6942 0.1953 -1.8091  -0.4684
N1 2.2016 1.7137 -2.5059  -0.1904
C44 3.0475 2.5438 -3.2145  -0.2291
C45 4.3266 2.2735 -3.5829  0.0165
C46 5.0970 3.2774 -4.2274  -0.0579
C47 4.5281 4.4660 -4.5306  -0.0310
C48 3.1690 4.8011 -4.1594  -0.1174
C49 2.4879 6.0446 -4.5392  0.0558
C50 1.1749 6.1277 -4.1453  -0.0390
C51 0.5018 5.0940 -3.4842  -0.0943
N2 1.1120 3.9414 -3.2159  0.0280
C52 2.4271 3.8053 -3.5537  -0.1619
H29 5.2113 0.4436 3.6675  0.0652
H30 6.3948 0.4337 2.4442  0.1224
H31 5.8785 -1.1177 3.0575  0.0749
H32 5.0638 -2.1463 1.0184  0.1188
H33 3.7806 -1.8823 -1.1160  0.1298
H34 2.1754 1.8397 0.4561  0.1040
H35 3.6178 1.6027 2.3443  0.0999
H36 4.7709 1.3483 -3.3822  0.1044
H37 6.1028 3.0654 -4.5231  0.1098
H38 5.1845 5.2620 -5.0233  0.1433
H39 2.9857 6.8376 -5.1187  0.1338
H40 0.5797 7.0373 -4.2357  0.1198
H41 -0.4598 5.2697 -3.0493  0.1156
Cl1 0.3281 5.1363 0.1453  0.6141
C53 -1.1017 4.0584 -0.0262  -0.6241
C54 -1.0942 3.0233 -0.8965  -0.2545
C55 -2.2073 2.2146 -0.7512  -0.6124
Cl2 -2.1413 0.7352 -1.7347  0.8011
C56 -3.2858 2.4195 0.0998  -0.7076
Cl3 -4.6458 1.3920 0.1647  0.7504
C57 -3.2433 3.5923 0.8831  -0.6309
Cl4 -4.7340 4.0677 1.7692  0.6607
C58 -2.1361 4.4228 0.9025  -0.6922
Cl5 -1.9435 5.6926 2.0599  0.6975
I1 5.2280 1.9977 -9.1899  -0.0254
I2 4.0299 1.3414 -11.5917  0.0212
O4 -0.2440 -0.0966 -5.1567  -0.4217
S3 -0.6647 1.1581 -5.3333  0.8199
N3 -0.5373 2.0634 -4.1317  -0.4525

Computed properties:
**Spin multiplicity**: 1
**Energy above the lowest of the compared OMol25 structures with the same formula, charge and spin**: 35.2 kcal per mole
**HOMO-LUMO gap (spin up / spin down)**: 0.2027 / 0.2027 Ha
**E_HOMO (spin up / spin down)**: -9.7 / -9.7 eV
**M**: 1481.072 g mol⁻¹
**Charge**: +1